1.
This record from the Open Molecules 2025 dataset describes a 7-piece molecular cluster, C27H55NO9 overall in a non-equilibrium geometry. The level of theory is ωB97M-V/def2-TZVPD.

Atoms and positions in Å:
1 C 3.36 -0.54 -0.39
2 C 2.85 0.90 -0.85
3 O 3.02 1.14 -2.28
4 C 1.80 0.90 -2.98
5 O 1.21 1.75 -3.68
6 C 1.13 -0.55 -2.81
7 C -0.01 -0.87 -3.88
8 C -0.36 -2.45 -3.72
9 N -0.67 -2.68 -2.28
10 C -2.13 -2.64 -2.00
11 C -2.51 -1.11 -1.59
12 O -3.30 -0.46 -2.62
13 C -3.37 0.96 -2.39
14 H 2.43 -1.21 -0.26
15 H 3.97 -0.55 0.57
16 H 3.95 -1.03 -1.25
17 H 1.77 1.14 -0.51
18 H 3.50 1.67 -0.29
19 H 0.78 -0.61 -1.72
20 H 1.96 -1.33 -2.96
21 H 0.30 -0.68 -4.96
22 H -0.95 -0.22 -3.70
23 H -1.18 -2.79 -4.44
24 H 0.65 -2.99 -3.91
25 H -0.22 -3.51 -1.90
26 H -2.47 -3.33 -1.16
27 H -2.72 -2.92 -2.93
28 H -3.15 -1.15 -0.64
29 H -1.55 -0.53 -1.33
30 H -3.87 1.47 -3.28
31 H -2.36 1.46 -2.23
32 H -4.01 1.11 -1.44
33 C -2.85 5.19 0.62
34 C -3.78 4.38 -0.24
35 O -4.09 3.24 0.07
36 C -4.30 5.02 -1.50
37 H -2.55 4.61 1.49
38 H -1.95 5.45 0.05
39 H -3.35 6.10 0.96
40 H -3.47 5.27 -2.16
41 H -4.87 5.91 -1.25
42 H -4.95 4.31 -2.02
43 C 0.76 -6.62 -0.67
44 C -0.51 -6.41 0.11
45 O -1.21 -5.43 -0.06
46 C -0.88 -7.45 1.13
47 H 0.90 -5.79 -1.37
48 H 1.61 -6.66 0.00
49 H 0.69 -7.54 -1.25
50 H -0.09 -7.53 1.89
51 H -1.02 -8.42 0.64
52 H -1.81 -7.17 1.62
53 C -8.27 1.28 -2.91
54 C -7.93 2.75 -2.82
55 O -6.90 3.19 -3.30
56 C -8.91 3.64 -2.11
57 H -7.47 0.76 -3.44
58 H -8.35 0.86 -1.91
59 H -9.20 1.15 -3.46
60 H -9.02 3.32 -1.07
61 H -9.88 3.62 -2.62
62 H -8.54 4.67 -2.12
63 C 7.03 -0.24 3.54
64 C 5.61 -0.59 3.22
65 O 5.05 -0.13 2.24
66 C 4.90 -1.54 4.15
67 H 7.41 0.45 2.79
68 H 7.08 0.24 4.52
69 H 7.65 -1.14 3.53
70 H 4.86 -1.12 5.15
71 H 5.42 -2.50 4.17
72 H 3.88 -1.71 3.79
73 C -3.67 3.21 4.58
74 C -3.33 4.67 4.67
75 O -2.30 5.11 4.20
76 C -4.31 5.56 5.38
77 H -2.87 2.68 4.04
78 H -3.75 2.78 5.58
79 H -4.60 3.08 4.03
80 H -4.43 5.24 6.42
81 H -5.27 5.54 4.87
82 H -3.93 6.59 5.37
83 C 11.00 -1.10 1.80
84 C 9.93 -2.12 1.52
85 O 9.03 -2.32 2.32
86 C 10.02 -2.89 0.23
87 H 10.81 -0.63 2.77
88 H 11.98 -1.59 1.84
89 H 10.99 -0.33 1.02
90 H 10.95 -3.45 0.20
91 H 9.97 -2.20 -0.61
92 H 9.19 -3.59 0.17

For the relative energy (zero: lowest compared OMol25 entry of this formula, charge and spin), the calculation gives 0.110 eV. As for the HOMO energy: -8.199 eV. The net charge is 0. The calculation puts the electronic energy at -1793.56474 hartree. The HOMO-LUMO gap is 0.32454 Ha. Its LUMO energy is 0.63 eV. As for the SMILES: CCOC(=O)CCCNCCOC.CC(C)=O.CC(C)=O.CC(C)=O.CC(C)=O.CC(C)=O.CC(C)=O.



2.
This record from the Open Molecules 2025 dataset describes a 2-piece molecular cluster, C27H56N2O5PS overall in a non-equilibrium geometry. The level of theory is ωB97M-V/def2-TZVPD.

Atoms and positions in Å:
1 C -6.85 3.52 -0.62
2 C -5.71 2.65 -1.24
3 C -4.36 3.40 -1.29
4 C -3.17 2.51 -0.86
5 C -1.91 2.76 -1.68
6 C -0.94 3.79 -1.07
7 C 0.05 4.22 -2.15
8 C 0.98 5.36 -1.73
9 C 1.81 5.04 -0.46
10 C 2.79 3.86 -0.67
11 C 2.88 2.96 0.59
12 C 2.13 1.60 0.49
13 C 1.43 1.37 1.82
14 N 0.41 0.30 1.84
15 O 0.07 0.11 3.20
16 C -1.04 0.94 3.56
17 C -0.61 2.14 4.41
18 O -1.11 3.31 3.75
19 C -0.50 4.48 4.24
20 C -1.17 5.70 3.59
21 C 0.98 -0.95 1.45
22 O 2.10 -1.19 1.44
23 O 0.10 -1.96 1.08
24 P -1.30 -1.50 0.34
25 S -2.81 -1.17 1.50
26 H -6.46 4.45 -0.21
27 H -7.34 3.00 0.20
28 H -7.58 3.81 -1.38
29 H -6.06 2.37 -2.23
30 H -5.63 1.75 -0.63
31 H -4.19 3.70 -2.32
32 H -4.42 4.27 -0.63
33 H -2.98 2.57 0.22
34 H -3.49 1.49 -1.06
35 H -2.21 3.11 -2.67
36 H -1.34 1.84 -1.82
37 H -0.42 3.30 -0.24
38 H -1.53 4.65 -0.73
39 H -0.51 4.55 -3.03
40 H 0.60 3.34 -2.46
41 H 0.45 6.29 -1.57
42 H 1.70 5.51 -2.54
43 H 1.17 4.84 0.39
44 H 2.41 5.93 -0.24
45 H 2.53 3.25 -1.54
46 H 3.78 4.28 -0.86
47 H 3.92 2.76 0.83
48 H 2.50 3.52 1.45
49 H 2.91 0.86 0.41
50 H 1.46 1.55 -0.38
51 H 0.90 2.29 2.08
52 H 2.12 1.18 2.65
53 H -1.70 0.31 4.16
54 H -1.57 1.28 2.68
55 H -1.13 2.07 5.37
56 H 0.47 2.22 4.54
57 H -0.59 4.54 5.33
58 H 0.57 4.51 4.01
59 H -0.43 6.39 3.19
60 H -1.80 5.40 2.76
61 H -1.79 6.18 4.34
62 H -1.01 -0.39 -0.47
63 H -1.63 -2.60 -0.47
64 C 1.02 -8.20 -1.52
65 C 2.00 -7.10 -1.99
66 C 1.25 -6.10 -2.87
67 C 0.28 -5.18 -2.13
68 C 0.70 -4.92 -0.68
69 C 2.19 -5.14 -0.39
70 N 2.54 -6.49 -0.76
71 O 3.89 -6.80 -0.52
72 C 2.36 -5.00 1.13
73 C 3.02 -4.03 -1.06
74 C 3.04 -7.78 -2.88
75 H 1.54 -8.94 -0.91
76 H 0.56 -8.72 -2.37
77 H 0.22 -7.78 -0.91
78 H 1.98 -5.48 -3.40
79 H 0.71 -6.63 -3.66
80 H 0.22 -4.23 -2.68
81 H -0.73 -5.60 -2.15
82 H 0.39 -3.91 -0.40
83 H 0.11 -5.59 -0.03
84 H 1.83 -5.81 1.65
85 H 1.96 -4.05 1.48
86 H 3.41 -5.05 1.41
87 H 2.70 -3.04 -0.71
88 H 2.92 -4.04 -2.15
89 H 4.08 -4.14 -0.82
90 H 2.55 -8.25 -3.74
91 H 3.59 -8.56 -2.35
92 H 3.76 -7.05 -3.26

As for the HOMO energy: -1.046 eV. The net charge is -1. The calculation puts the electronic energy at -2287.47773 hartree. The HOMO-LUMO gap is 0.11200 Ha. Its LUMO energy is 2.00 eV.



3.
This record from the Open Molecules 2025 dataset describes C27H57BeFN3O3 as an isolated structure in a non-equilibrium geometry. The level of theory is ωB97M-V/def2-TZVPD.

Atoms and positions in Å:
1 Be 1.75 0.91 2.45
2 F -0.14 0.04 1.12
3 C 3.68 -2.58 2.18
4 C 3.91 -2.40 0.62
5 C 3.03 -3.45 -0.11
6 C 3.09 -3.26 -1.61
7 C 2.66 -1.80 -1.97
8 C 3.37 -0.59 -1.21
9 N 3.55 -1.05 0.27
10 O 4.07 -0.05 1.08
11 C 4.74 -0.30 -1.96
12 C 2.38 0.70 -1.30
13 C 5.46 -2.65 0.37
14 H 2.77 -2.10 2.55
15 H 4.49 -2.24 2.82
16 H 3.70 -3.64 2.42
17 H 3.32 -4.49 0.07
18 H 2.06 -3.20 0.32
19 H 2.35 -3.85 -2.15
20 H 4.09 -3.46 -2.01
21 H 1.58 -1.63 -1.98
22 H 2.99 -1.76 -3.01
23 H 5.20 -1.27 -2.16
24 H 4.51 0.25 -2.87
25 H 5.36 0.24 -1.25
26 H 2.02 0.91 -2.31
27 H 1.54 0.47 -0.65
28 H 2.90 1.57 -0.90
29 H 5.62 -2.96 -0.66
30 H 5.85 -3.37 1.09
31 H 6.10 -1.85 0.73
32 H 4.91 0.07 0.64
33 C -0.79 -3.26 -1.03
34 C -1.87 -2.70 -1.95
35 C -3.23 -3.58 -1.93
36 C -4.46 -2.93 -2.41
37 C -4.71 -1.63 -1.68
38 C -3.48 -0.66 -1.83
39 N -2.18 -1.33 -1.38
40 O -1.10 -0.45 -1.47
41 C -3.31 -0.08 -3.30
42 C -3.72 0.32 -0.66
43 C -1.37 -2.66 -3.42
44 H -0.02 -2.58 -0.67
45 H -0.30 -4.19 -1.32
46 H -1.36 -3.58 -0.16
47 H -2.96 -4.44 -2.54
48 H -3.32 -4.18 -1.03
49 H -5.29 -3.61 -2.24
50 H -4.32 -2.80 -3.49
51 H -4.87 -2.02 -0.68
52 H -5.59 -1.20 -2.17
53 H -2.32 -0.28 -3.71
54 H -3.99 -0.58 -3.98
55 H -3.42 1.00 -3.34
56 H -3.67 -0.18 0.30
57 H -2.93 1.06 -0.58
58 H -4.61 0.96 -0.70
59 H -0.62 -1.87 -3.45
60 H -2.27 -2.44 -4.00
61 H -1.06 -3.63 -3.80
62 H -0.71 -0.36 -0.60
63 C 1.01 3.62 0.40
64 C -0.21 3.98 1.36
65 C -1.48 3.72 0.45
66 C -2.78 3.56 1.29
67 C -2.43 2.43 2.32
68 C -1.37 2.68 3.34
69 N -0.07 3.06 2.63
70 O 1.02 3.29 3.44
71 C -1.71 3.72 4.44
72 C -1.06 1.29 4.00
73 C -0.09 5.50 1.82
74 H 1.97 3.88 0.84
75 H 0.82 4.26 -0.46
76 H 0.96 2.55 0.17
77 H -1.83 4.53 -0.19
78 H -1.28 2.92 -0.27
79 H -3.69 3.25 0.77
80 H -2.87 4.54 1.76
81 H -2.51 1.43 1.90
82 H -3.45 2.33 2.68
83 H -1.98 4.66 3.95
84 H -2.70 3.34 4.69
85 H -1.13 3.74 5.36
86 H -1.68 1.00 4.85
87 H -1.12 0.46 3.29
88 H -0.05 1.15 4.38
89 H 0.90 5.78 2.16
90 H -0.82 5.85 2.56
91 H -0.45 5.97 0.90
92 H 1.03 4.19 3.76

As for the HOMO energy (alpha / beta): -13.591 / -12.137 eV. The net charge is +2. The calculation puts the electronic energy at -1566.55942 hartree. As for the multiplicity: 2. The HOMO-LUMO gap (alpha / beta) is 0.19889 / 0.09530 Ha. Its LUMO energy (alpha / beta) is -8.18 / -9.54 eV.



4.
This record from the Open Molecules 2025 dataset describes C27H57N2OP3Ti as an isolated structure in a non-equilibrium geometry. The level of theory is ωB97M-V/def2-TZVPD.

Atoms and positions in Å:
1 Ti 0.16 -0.95 -0.84
2 P 2.65 -1.28 -1.70
3 P -2.83 -0.96 -1.10
4 N -0.47 -0.13 -2.35
5 H 1.39 0.01 -1.58
6 C 2.39 -2.80 -2.67
7 H 3.27 -3.45 -2.64
8 H 2.24 -2.56 -3.72
9 H 1.54 -3.40 -2.32
10 C 3.91 -1.80 -0.48
11 H 4.72 -2.35 -0.99
12 H 3.49 -2.49 0.27
13 H 4.36 -0.95 0.05
14 C 3.31 -0.10 -2.91
15 H 4.40 -0.08 -2.93
16 H 2.95 0.91 -2.69
17 H 2.95 -0.38 -3.90
18 C -3.46 -2.24 -2.24
19 H -4.53 -2.08 -2.38
20 H -3.28 -3.23 -1.82
21 H -2.94 -2.16 -3.21
22 C -4.01 -1.20 0.28
23 H -5.03 -1.31 -0.13
24 H -3.99 -0.34 0.96
25 H -3.75 -2.10 0.84
26 C -3.58 0.50 -1.92
27 H -4.67 0.44 -1.85
28 H -3.29 0.52 -2.97
29 H -3.24 1.43 -1.46
30 C -0.43 0.54 -3.49
31 C -0.31 0.46 -5.93
32 C -0.27 -0.18 -4.71
33 C -0.57 1.97 -3.57
34 C -0.60 2.60 -4.82
35 C -0.48 1.85 -6.00
36 H -0.22 -0.11 -6.84
37 H -0.13 -1.27 -4.64
38 H -0.67 2.55 -2.62
39 H -0.73 3.69 -4.86
40 H -0.50 2.37 -6.96
41 C -0.78 -4.05 0.27
42 O -0.51 -2.95 -0.42
43 C 0.18 -5.17 -0.02
44 H 0.57 -5.45 0.97
45 H 1.05 -4.78 -0.61
46 H -0.28 -6.02 -0.53
47 C -1.66 -3.88 1.43
48 H -2.67 -4.26 1.28
49 H -1.70 -2.80 1.71
50 H -1.17 -4.38 2.28
51 C 0.47 3.41 0.25
52 C 1.35 2.59 1.20
53 C 2.58 2.14 0.39
54 C 1.86 3.48 2.36
55 P 0.37 1.11 1.87
56 N 0.19 0.03 0.70
57 C 1.25 0.22 3.25
58 C 1.11 0.98 4.60
59 C 0.69 -1.20 3.42
60 C 2.74 0.10 2.92
61 C -1.37 1.67 2.39
62 C -2.22 2.02 1.17
63 C -2.06 0.51 3.13
64 C -1.34 2.90 3.33
65 H 1.12 4.12 -0.28
66 H -0.29 4.00 0.76
67 H 0.02 2.76 -0.50
68 H 3.08 3.07 0.06
69 H 3.31 1.56 0.96
70 H 2.29 1.58 -0.49
71 H 1.06 3.88 3.00
72 H 2.61 2.98 2.99
73 H 2.37 4.35 1.91
74 H 0.08 0.94 5.01
75 H 1.76 0.48 5.34
76 H 1.44 2.03 4.54
77 H 0.73 -1.72 2.46
78 H 1.33 -1.74 4.13
79 H -0.33 -1.23 3.80
80 H 2.88 -0.39 1.95
81 H 3.27 1.06 2.93
82 H 3.22 -0.53 3.69
83 H -2.11 1.25 0.41
84 H -3.28 2.04 1.48
85 H -1.99 2.99 0.75
86 H -1.65 0.30 4.12
87 H -3.12 0.77 3.27
88 H -2.04 -0.40 2.52
89 H -0.74 2.75 4.24
90 H -1.01 3.82 2.82
91 H -2.38 3.09 3.67

For the relative energy (zero: lowest compared OMol25 entry of this formula, charge and spin), the calculation gives 4.928 eV. As for the HOMO energy: -4.713 eV. The net charge is 0. The calculation puts the electronic energy at -3121.16064 hartree. The HOMO-LUMO gap is 0.15942 Ha. Its LUMO energy is -0.37 eV.



5.
This record from the Open Molecules 2025 dataset describes a 3-piece molecular cluster, C27H57NO7P overall in a non-equilibrium geometry. The level of theory is ωB97M-V/def2-TZVPD.

Atoms and positions in Å:
1 C -3.69 5.53 -1.40
2 C -2.34 4.70 -1.69
3 C -2.61 3.57 -2.79
4 C -1.23 2.89 -3.19
5 C -1.34 1.35 -3.56
6 C -2.06 0.47 -2.44
7 C -1.81 0.96 -0.95
8 C -1.86 -0.22 0.13
9 C -0.42 -0.83 0.29
10 N 0.18 -0.90 1.65
11 C 1.48 -1.71 1.46
12 C 2.62 -0.96 0.66
13 C 2.97 -1.90 -0.61
14 C 4.20 -1.38 -1.44
15 C 3.90 -0.02 -2.23
16 O 4.19 1.06 -1.33
17 C 3.15 2.07 -1.35
18 C 0.63 0.39 2.25
19 C -0.67 1.22 2.91
20 C -1.23 2.43 1.95
21 O -0.39 2.63 3.27
22 P -0.70 -2.03 2.80
23 C -0.10 -1.65 4.57
24 O -2.36 -1.74 2.85
25 H -4.53 5.23 -2.09
26 H -3.41 6.62 -1.51
27 H -4.00 5.37 -0.33
28 H -1.52 5.40 -2.01
29 H -2.03 4.24 -0.71
30 H -3.08 4.02 -3.71
31 H -3.33 2.84 -2.34
32 H -0.49 3.08 -2.35
33 H -0.81 3.44 -4.10
34 H -0.31 0.90 -3.72
35 H -1.94 1.26 -4.52
36 H -3.18 0.51 -2.61
37 H -1.75 -0.61 -2.54
38 H -0.80 1.49 -0.92
39 H -2.57 1.76 -0.69
40 H -2.37 0.13 1.06
41 H -2.53 -1.01 -0.33
42 H 0.24 -0.30 -0.47
43 H -0.46 -1.91 -0.09
44 H 1.28 -2.73 1.04
45 H 1.86 -1.87 2.52
46 H 3.60 -0.89 1.23
47 H 2.36 0.03 0.21
48 H 2.02 -1.88 -1.24
49 H 3.05 -2.97 -0.25
50 H 5.14 -1.30 -0.83
51 H 4.38 -2.16 -2.25
52 H 4.65 -0.02 -3.09
53 H 2.86 0.00 -2.68
54 H 2.14 1.57 -1.42
55 H 3.34 2.76 -2.22
56 H 3.19 2.61 -0.36
57 H 1.37 0.29 3.09
58 H 0.96 1.14 1.49
59 H -1.45 0.63 3.53
60 H -2.31 2.71 2.11
61 H -0.51 3.02 1.34
62 H 1.02 -1.59 4.58
63 H -0.56 -0.72 5.01
64 H -0.42 -2.53 5.23
65 H -2.64 -1.59 3.78
66 O 4.13 -5.05 -1.05
67 C 5.12 -5.36 -1.65
68 O 5.03 -5.83 -2.91
69 C 6.15 -6.08 -3.77
70 C 6.77 -7.43 -3.49
71 C 6.47 -5.31 -0.99
72 H 6.87 -5.26 -3.70
73 H 5.76 -6.06 -4.78
74 H 7.15 -7.50 -2.47
75 H 7.59 -7.63 -4.18
76 H 6.02 -8.22 -3.59
77 H 6.59 -6.20 -0.36
78 H 6.51 -4.42 -0.36
79 H 7.31 -5.24 -1.68
80 O -6.38 3.85 1.01
81 C -6.07 3.25 2.00
82 O -6.32 1.93 2.09
83 C -5.85 1.09 3.15
84 C -6.75 1.18 4.36
85 C -5.47 3.97 3.18
86 H -4.80 1.31 3.38
87 H -5.87 0.07 2.76
88 H -6.78 2.19 4.77
89 H -6.41 0.49 5.14
90 H -7.78 0.92 4.09
91 H -6.27 4.45 3.74
92 H -4.78 4.73 2.81
93 H -4.89 3.33 3.84

As for the HOMO energy: -12.044 eV. The net charge is +1. The calculation puts the electronic energy at -1985.31558 hartree. The HOMO-LUMO gap is 0.35348 Ha. Its LUMO energy is -2.43 eV.